Density functional theory data (ωB97M-V with the def2-TZVPD basis set) for one molecule with the formula C3H7NS2 at a distorted geometry.

```
13
Properties=species:S:1:pos:R:3:forces:R:3
C -1.36918 0.74406 0.00077 -0.143 -1.233 -0.718
C 0.79310 -0.57633 -0.22465 0.215 0.273 1.875
C 1.57899 0.72571 -0.07440 -0.582 -0.198 -2.961
H -0.86301 1.53571 0.43918 1.221 1.367 0.685
H -1.76851 1.03108 -0.94602 0.200 0.321 -1.092
H -2.26757 0.60057 0.55265 -0.404 -0.668 0.911
H -0.98150 -2.67825 0.79264 0.092 0.534 -0.227
H 1.69797 0.93059 0.96248 -0.279 0.642 0.793
H 2.58718 0.53871 -0.47588 -0.469 0.120 0.133
H 1.07856 1.50848 -0.73185 0.769 -0.459 1.298
N -0.56010 -0.49007 -0.08787 -0.282 -0.005 -0.116
S -1.55264 -1.87991 -0.15188 -0.131 -0.557 -0.042
S 1.62672 -1.99036 -0.05515 -0.209 -0.135 -0.538
```
Positions in Å, forces in eV/Å.

maximum force	3.0	eV Å⁻¹
SMILES string	CC(=S)N(C)S
total charge	0
electronic energy	-26383.9316	eV
energy relative to the best compared isomer or geometry (same formula, charge and spin)	28.7	kcal per mole

These are the natural (NBO) partial charges, in e, on atoms 1 to 6: atom 1 (C): -0.415, atom 2 (C): 0.121, atom 3 (C): -0.680, atom 4 (H): 0.213, atom 5 (H): 0.201, atom 6 (H): 0.226